Entry 1:
56
Properties=species:S:1:pos:R:3:mulliken_charge:R:1 method="wB97M-V/def2-TZVPD" gap_ev=3.8 e_above_lowest_kcal_mol=0.0 lumo_ha=0.1470 homo_energy_ev=0.199 total_charge=-2
H 0.21 2.20 -0.46 -0.419
C -0.21 1.73 -3.38 -0.371
H -1.07 2.02 -5.37 0.176
H -2.20 1.72 4.39 0.259
C -2.04 -2.06 3.73 -0.486
H -3.37 0.17 5.92 0.365
H -2.54 -2.11 0.42 0.172
C -2.16 0.65 4.21 -0.496
N -2.30 0.55 -3.16 -0.257
C -1.44 0.21 3.10 0.920
O -0.62 -0.12 -1.82 -0.637
C -2.74 -1.58 4.81 -0.278
C 3.63 -1.84 -0.92 0.207
H 4.06 -3.88 -1.43 0.374
H 0.16 2.34 -2.54 0.110
H 7.21 -1.15 -2.48 0.356
C 6.24 -1.34 -2.05 -0.683
C -3.61 -1.94 0.53 -0.914
N 2.43 0.73 0.16 0.003
H -4.18 -2.83 0.29 0.402
H 6.28 -3.47 -2.39 0.310
C 0.50 2.18 0.60 -0.470
O 2.49 -2.11 -0.45 -0.751
H 4.14 1.60 -0.57 0.062
H -3.24 -2.28 5.47 0.329
C -3.37 0.52 -0.09 -0.485
C 5.70 -2.64 -2.00 -0.274
H -2.53 1.21 -3.90 0.294
C 3.55 0.67 -0.43 -0.192
O -0.73 -1.70 1.82 -0.687
C -4.04 -0.80 -0.35 0.748
C 2.02 2.01 0.69 -0.890
C -2.82 -0.21 5.08 -0.757
H -3.73 -1.68 1.59 0.197
H -0.87 2.25 2.72 0.006
H 0.21 3.13 1.07 0.522
C 4.47 -2.88 -1.46 -0.725
O -4.88 -0.96 -1.22 -0.664
C -0.78 1.23 2.31 -0.644
C -1.04 0.63 -2.71 0.113
H 2.51 2.85 0.17 0.519
C 5.47 -0.32 -1.53 -0.525
N -0.15 1.05 1.22 0.417
H 0.68 1.19 -3.74 0.249
H 2.29 2.06 1.75 0.203
C 4.21 -0.51 -0.97 0.744
H -2.29 0.40 -0.24 -0.273
H -3.50 0.79 0.96 0.477
H -1.98 -3.13 3.54 0.352
H 5.86 0.70 -1.56 0.255
H -1.66 3.19 -4.13 0.176
H -3.77 1.29 -0.75 0.347
C -1.34 -1.21 2.80 0.078
H -2.94 -0.14 -2.80 0.193
Na 0.60 -0.95 0.01 0.946
C -0.80 2.59 -4.48 -1.003


Entry 2:
53
Properties=species:S:1:pos:R:3:mulliken_charge:R:1 method="wB97M-V/def2-TZVPD" gap_ev=8.2 e_above_lowest_kcal_mol=0.0 lumo_ha=0.0285 homo_energy_ev=-7.426 smiles="Cc1cccc(N2CCN(C(=O)CCc3nc4ccccc4[nH]3)C[C@H]2C)c1"
H 4.23 2.41 1.91 0.404
H -0.04 2.62 -1.97 0.450
H 4.88 -4.19 -1.26 0.378
H -1.60 2.71 -1.11 0.397
H 6.03 -1.99 -1.18 0.383
H -2.81 -1.67 1.18 0.373
C -0.64 2.17 -1.19 -1.224
H -6.05 -3.02 1.06 0.365
C 3.06 -1.22 0.35 0.314
C -3.47 -1.08 0.56 -0.357
H 0.76 0.33 -2.80 0.419
C -2.92 -0.14 -0.32 0.781
H 3.97 2.86 0.21 0.373
N 2.63 -0.02 0.86 -0.327
C 2.42 -2.46 0.30 -0.382
C 4.39 -3.34 -0.81 -0.393
H 2.15 3.72 1.75 0.358
H -4.59 -2.91 2.05 0.344
H -1.65 2.19 1.19 0.379
C -5.38 -2.33 1.58 -1.525
C 5.03 -2.12 -0.77 -1.035
H -0.17 1.89 2.11 0.460
N 0.07 2.32 0.07 0.158
H -5.82 0.88 -1.74 0.378
N -1.54 0.02 -0.36 0.219
C -4.83 -1.32 0.63 0.876
H 5.51 0.72 -0.26 0.220
C -0.90 0.68 -1.48 -0.120
H -6.75 -0.78 -0.16 0.417
C -5.16 0.32 -1.09 -1.036
C 0.41 -0.03 -1.84 -1.404
C -5.68 -0.60 -0.21 -0.534
C -0.66 1.72 1.16 -1.290
C 3.59 0.82 0.65 0.306
C 1.36 2.71 0.04 0.772
H -1.57 0.60 -2.34 0.672
C 3.58 2.26 1.04 -0.950
H -3.44 1.31 -1.84 0.270
H 2.64 -4.48 -0.34 0.389
H 0.24 -1.10 -1.91 0.411
H 1.74 2.02 2.08 0.312
H 0.17 -0.24 0.83 -0.397
H -5.96 -1.84 2.36 0.315
O 1.89 3.10 -0.98 -0.708
C 3.11 -3.51 -0.28 -0.664
C 4.35 -1.07 -0.19 0.563
N 4.67 0.25 0.02 -0.085
C -0.83 0.22 0.89 -0.066
C 2.15 2.70 1.35 -0.577
H 1.43 -2.59 0.71 0.448
H 1.18 0.16 -1.10 0.036
H -1.38 -0.24 1.71 0.780
C -3.80 0.56 -1.15 -0.649


Entry 3:
56
Properties=species:S:1:pos:R:3:mulliken_charge:R:1 method="wB97M-V/def2-TZVPD" gap_ev=8.4 e_above_lowest_kcal_mol=45.3 lumo_ha=-0.0253 homo_energy_ev=-9.081 smiles="CCCCNS(=O)(=O)c1ccc2nc(-c3cccnc3)cc(C(=O)NC(C)C)c2c1"
C 1.35 0.77 0.97 0.626
C -2.53 -0.41 -2.56 -0.759
C 7.45 -0.89 0.03 -0.212
N 6.98 0.14 0.71 -0.654
C 6.65 -1.89 -0.50 -0.499
C -4.35 -0.98 -0.83 -1.201
C -1.53 -1.53 -2.28 -0.871
C -0.79 -0.50 1.29 -0.076
H -0.69 4.08 -1.64 0.377
O -3.66 -0.44 1.85 -0.629
H 3.29 1.60 0.76 0.505
H -2.63 0.23 -0.49 -0.892
H -2.99 2.45 0.90 0.133
H 5.35 1.08 1.48 0.445
C 2.71 0.69 0.79 -0.925
H 4.60 -2.53 -0.71 0.436
H -3.23 -0.73 -3.32 0.381
H -2.04 -2.39 -1.85 0.283
C -2.39 3.27 1.28 -1.222
N 2.62 -1.68 0.53 -0.573
C 3.31 -0.57 0.58 0.689
H -0.66 1.59 -0.28 0.117
H 1.14 -3.77 0.52 0.502
C -1.17 3.52 0.39 0.209
H -1.05 -1.84 -3.21 0.489
S -3.20 -1.74 1.46 1.366
C -1.43 -1.70 1.23 -0.121
C -3.31 0.03 -1.32 1.165
C -1.57 3.93 -1.02 -1.304
N -0.34 2.33 0.33 -0.074
H -2.07 3.03 2.29 0.358
N -3.73 -2.08 -0.11 -0.257
C 0.71 2.12 1.14 0.109
H -2.14 4.86 -0.99 0.427
H -4.30 -2.91 -0.07 0.325
H -1.34 0.38 1.58 1.155
C 0.59 -0.43 1.01 0.424
H -1.34 -3.81 0.92 0.464
C 1.29 -1.65 0.75 -0.516
H -3.85 0.95 -1.56 0.377
H -0.54 4.30 0.85 0.318
O 1.16 2.95 1.91 -0.662
C 5.28 -1.79 -0.32 -0.405
H 8.53 -0.91 -0.09 0.380
H -3.01 4.17 1.32 0.462
C 0.58 -2.87 0.72 -0.717
O -3.54 -2.88 2.26 -0.773
C 5.67 0.23 0.89 -0.358
H -0.76 -1.21 -1.59 0.011
H -2.19 3.16 -1.47 0.207
C 4.76 -0.69 0.38 0.242
H -4.89 -1.40 -1.69 0.482
C -0.77 -2.89 0.94 -0.846
H -1.99 0.45 -2.95 0.349
H -5.06 -0.47 -0.18 0.354
H 7.08 -2.72 -1.03 0.382


Entry 4:
58
Properties=species:S:1:pos:R:3:mulliken_charge:R:1 method="wB97M-V/def2-TZVPD" gap_ev=8.3 e_above_lowest_kcal_mol=77.7 lumo_ha=0.0148 homo_energy_ev=-7.914 smiles="COc1ccc(N(CC(=O)Nc2cccc(OC)c2)S(=O)(=O)c2c(C)nn(C)c2C)cc1"
H 2.43 -2.62 -2.60 0.211
S -0.51 -0.22 -1.08 1.592
H -2.73 -1.54 0.21 0.277
H -1.43 -5.44 0.51 0.309
N 0.08 0.04 0.49 0.064
C 0.18 4.00 -1.93 -0.707
N -0.93 -4.08 -0.99 0.885
C 2.12 -1.17 0.14 0.244
C 3.04 -2.13 0.51 -0.940
H -3.22 -3.24 0.19 0.568
H 3.90 -2.34 -0.10 0.454
H -3.24 8.08 0.81 0.227
C 2.88 -2.84 1.70 0.809
H -3.49 6.32 0.66 0.325
C -1.31 6.12 -0.91 0.612
H 4.64 -5.14 3.19 0.243
C -1.24 4.92 -0.21 0.058
H 2.86 -5.10 3.21 0.331
H -2.05 -2.68 1.38 0.268
O 0.40 0.41 -2.00 -0.691
H 0.21 1.97 -0.53 -0.003
H 2.24 -0.62 -0.78 0.727
H 1.34 -2.90 -3.95 0.496
O -1.90 2.82 1.64 -0.697
H 0.62 5.30 -3.56 0.371
C 0.38 -2.79 -2.07 0.093
O -2.02 7.21 -0.50 -0.457
N 0.07 -4.05 -1.87 -1.028
C 0.85 -1.62 2.12 -0.695
C -1.49 -5.33 -0.57 -0.908
H -1.76 4.78 0.72 0.728
C 3.76 -4.49 3.18 -0.860
C -0.50 3.86 -0.72 -0.130
O -1.87 0.23 -1.09 -0.742
H 1.39 -1.30 -3.18 0.227
C -2.39 -2.56 0.36 -1.625
C 1.78 -2.57 2.51 -0.653
C -2.75 7.12 0.70 -0.783
C 0.10 5.19 -2.62 -0.624
H -1.75 0.24 1.53 0.115
H -0.70 7.19 -2.65 0.440
O 3.85 -3.76 1.98 -0.461
N -0.38 2.64 -0.05 0.092
C -0.63 6.25 -2.13 -0.668
H 1.63 -3.09 3.44 0.405
H -2.53 -5.41 -0.88 0.309
H 0.00 -1.43 2.76 0.440
C -1.29 -2.84 -0.60 -0.903
H -0.29 0.79 2.38 0.683
H 3.79 -3.83 4.05 0.346
C -0.78 0.74 1.41 -0.519
C -1.10 2.18 0.99 0.427
H -0.91 -6.12 -1.06 0.300
C 1.45 -2.37 -3.01 -1.349
H -2.09 6.95 1.56 0.314
H 0.73 3.16 -2.33 0.428
C -0.45 -1.97 -1.28 1.664
C 1.01 -0.91 0.94 -0.638


Entry 5:
59
Properties=species:S:1:pos:R:3:mulliken_charge:R:1 method="wB97M-V/def2-TZVPD" gap_ev=7.3 e_above_lowest_kcal_mol=117.0 lumo_ha=-0.0297 homo_energy_ev=-8.071 smiles="COc1ccc(CCNC(=O)[C@H]2CCCN(S(=O)(=O)c3cccc4nonc34)C2)cc1OC"
H -1.70 1.55 2.46 0.298
C -3.01 0.58 1.23 -0.189
N -2.53 1.66 1.89 -0.091
O 1.05 -1.97 -3.17 -0.124
H -3.37 3.51 2.38 0.376
C 0.60 1.63 -1.86 1.031
C -2.89 3.01 1.53 -0.852
H 2.35 0.92 1.74 0.304
C 2.91 1.42 0.95 -1.089
H -1.99 4.77 0.69 0.412
H -0.69 -4.18 1.00 0.527
O 2.31 1.19 -0.31 -0.334
H 5.45 -1.63 0.02 0.429
C 1.09 1.76 -0.55 0.201
C -1.66 3.81 1.09 -1.543
C 3.38 -1.80 0.57 -0.750
C 1.80 -1.88 -1.19 0.506
H -2.29 3.35 -1.51 0.421
C -2.27 -0.70 1.54 0.877
N 0.69 -1.99 -1.89 -0.300
C -0.87 3.05 0.06 -0.013
H 0.11 0.42 -4.28 0.400
H -3.02 -4.04 2.00 0.433
H -1.81 -3.08 2.86 0.366
H 0.96 1.99 -4.47 0.518
C -2.37 -3.17 1.93 -0.478
H -3.81 -2.00 0.82 0.306
O 1.39 0.94 -2.73 -0.291
H -0.62 -0.16 0.22 -0.877
O -3.94 0.64 0.45 -0.703
C 2.08 -1.88 0.18 0.506
O 1.09 -3.19 2.20 -0.750
H -1.65 -0.59 2.43 0.516
H -1.91 -3.57 -0.15 0.429
O 0.82 -0.74 2.16 -0.615
C -3.20 -1.90 1.71 -1.173
C 4.45 -1.70 -0.36 -0.695
H 3.60 -1.81 1.62 0.527
H 0.72 2.56 1.40 0.431
H -3.86 -1.74 2.56 0.408
H -1.03 2.10 -3.18 0.498
H -3.61 2.93 0.72 0.412
C -1.35 2.91 -1.23 -0.710
C -1.38 -3.36 0.78 -1.082
H 1.86 0.45 -4.61 0.266
H 2.99 2.49 1.16 0.469
C 4.23 -1.69 -1.71 -0.925
H 3.90 0.99 0.88 0.257
C -1.33 -0.97 0.35 -0.680
H -1.03 4.00 1.96 0.343
H 5.02 -1.61 -2.43 0.478
N 2.36 -1.86 -3.35 -0.646
N -0.57 -2.18 0.57 0.421
H -1.91 -1.08 -0.57 0.950
C 2.89 -1.79 -2.14 0.883
C 0.35 2.46 0.39 0.548
C -0.62 2.20 -2.18 -0.821
C 1.05 0.96 -4.10 -1.266
S 0.81 -2.00 1.45 1.251


Entry 6:
57
Properties=species:S:1:pos:R:3:mulliken_charge:R:1 method="wB97M-V/def2-TZVPD" gap_ev=7.9 e_above_lowest_kcal_mol=19.4 lumo_ha=0.0998 homo_energy_ev=-5.231 total_charge=-1
H 1.11 0.19 -2.65 0.284
Si -0.84 -1.86 1.42 0.133
S 1.97 1.55 0.83 0.976
C -2.47 1.36 3.64 -0.395
H -0.96 -4.37 -4.68 0.365
C -0.81 -3.69 -3.85 -0.689
C -1.09 -1.49 -2.86 0.514
C -0.42 -1.91 -1.69 -0.052
C -2.62 -1.36 3.52 -0.581
H 0.64 2.95 3.55 0.305
H -0.08 -3.26 3.33 0.341
H 0.45 4.06 2.19 0.335
H -2.59 -3.65 1.79 0.454
C -3.34 0.70 4.50 -0.761
C -2.49 2.53 -3.41 -0.534
C -0.12 -4.10 -2.72 -0.647
C -1.77 2.47 0.40 -1.094
C -3.40 -0.68 4.45 -0.791
C -3.30 1.46 -3.76 -0.721
H -3.49 -0.68 -3.81 0.509
H 0.60 -3.56 -0.79 0.425
H 0.95 1.60 -1.76 0.266
H -2.64 2.82 0.98 0.569
H -2.69 -2.44 3.50 0.174
C -1.76 -0.70 2.63 0.598
C -0.05 3.29 2.78 -1.397
H -1.78 -3.86 0.24 0.382
C 0.41 -2.82 2.45 -1.218
H -0.92 3.75 3.27 0.409
H -3.00 -2.61 0.42 0.319
H -1.38 3.30 -0.19 0.272
H -4.30 1.63 -4.15 0.381
H -4.06 -1.23 5.12 0.375
N 0.48 0.75 -2.09 -0.662
C -1.66 0.70 2.71 0.504
O 2.59 0.59 -0.06 -0.590
C -1.28 -2.39 -3.92 -0.611
H -2.13 1.69 -0.27 0.197
Si -0.54 1.86 1.67 0.821
O 1.00 2.46 0.14 -0.656
C -2.84 0.16 -3.57 -0.708
O 0.85 0.76 1.66 -0.502
C -0.78 1.00 -2.70 0.783
C -1.58 -0.10 -3.04 0.488
H -2.43 2.44 3.72 0.112
H -0.59 3.12 -2.60 0.456
H 0.28 -5.11 -2.65 0.388
H 1.20 -2.15 2.80 0.302
C -1.23 2.29 -2.89 -0.791
H 0.87 -3.62 1.87 0.326
Pt 0.04 -0.61 -0.28 0.692
H -1.78 -2.05 -4.81 0.475
H -3.94 1.26 5.21 0.378
C -2.18 -3.11 0.92 -1.267
O 2.86 2.21 1.74 -0.666
H -2.84 3.55 -3.54 0.381
C 0.07 -3.22 -1.67 -0.352